No. 1
79
Properties=species:S:1:pos:R:3:forces:R:3 method="wB97M-V/def2-TZVPD" total_energy_ev=-184329.6212 gap_ev=9.1 charge=+1
N -0.142 -2.339 2.324 0.37 0.16 -0.31
P 0.564 -3.166 1.221 -0.16 -0.10 0.18
C 1.018 -2.303 -0.353 -0.01 -0.09 -0.08
N 2.291 -1.506 -0.093 -0.18 0.21 0.04
C 2.273 -0.111 -0.714 0.11 -0.14 0.01
C 3.688 0.465 -0.794 -0.05 -0.02 0.19
C 3.801 1.950 -0.376 0.06 -0.06 -0.26
C 2.494 2.743 -0.494 0.19 -0.04 0.47
S 1.632 2.904 1.113 -0.22 0.10 -0.09
C 1.622 -0.285 -2.066 0.02 0.04 0.01
O 0.260 -0.624 -1.964 -0.09 -0.05 -0.04
C -0.117 -1.398 -0.828 0.00 0.08 -0.05
C -1.320 -2.239 -1.238 0.05 0.05 -0.05
C -2.639 -1.480 -1.128 0.11 0.13 0.05
C -3.231 -1.491 0.272 -0.01 0.14 -0.26
Cl -3.523 -3.159 0.839 -0.01 -0.12 0.12
H -0.366 -1.379 2.097 -0.22 0.00 0.23
H 1.833 -3.676 1.569 0.04 -0.09 0.00
H -0.066 -4.332 0.764 -0.06 -0.03 -0.01
H 1.226 -3.040 -1.131 0.15 0.02 0.00
H 2.426 -1.395 0.915 0.09 -0.02 0.01
H 3.103 -2.012 -0.449 -0.01 -0.04 0.00
H 1.635 0.474 -0.052 -0.06 0.01 -0.05
H 4.048 0.341 -1.817 0.02 0.00 -0.02
H 4.359 -0.123 -0.161 0.05 -0.01 -0.03
H 4.565 2.390 -1.014 -0.03 0.10 -0.03
H 4.179 2.031 0.641 -0.03 -0.02 0.05
H 1.810 2.296 -1.210 -0.01 0.18 -0.15
H 2.691 3.770 -0.789 0.00 -0.01 -0.15
H 2.078 1.780 1.681 0.10 -0.08 0.06
H 1.694 0.642 -2.632 -0.01 0.02 0.00
H 2.182 -1.048 -2.630 -0.03 -0.01 -0.04
H -0.393 -0.709 -0.020 0.03 -0.01 0.05
H -1.131 -2.540 -2.268 -0.05 -0.06 0.01
H -1.388 -3.148 -0.637 -0.03 -0.03 -0.01
H -3.364 -1.881 -1.835 0.00 -0.08 0.01
H -2.471 -0.433 -1.402 -0.08 0.01 -0.06
H -2.584 -1.003 0.999 0.01 -0.08 0.08
H -4.196 -0.996 0.292 0.02 0.05 0.01
Cl -1.080 -2.328 -4.952 0.03 -0.01 -0.02
C -1.189 -0.551 -5.119 0.00 0.03 0.03
C -1.828 -0.149 -6.425 -0.01 0.00 0.00
Cl -0.789 -0.547 -7.814 0.00 0.00 0.00
H -0.179 -0.156 -5.044 0.00 -0.02 0.00
H -1.782 -0.187 -4.282 -0.01 -0.01 -0.01
H -1.981 0.928 -6.433 0.00 0.00 0.00
H -2.782 -0.649 -6.568 0.00 -0.01 -0.01
Cl -2.236 6.960 -0.227 0.00 0.00 0.00
C -2.347 6.220 1.390 -0.02 0.00 -0.02
C -1.779 4.824 1.406 0.04 -0.01 0.07
Cl -2.768 3.678 0.459 0.02 -0.04 -0.02
H -3.392 6.226 1.687 -0.01 0.00 -0.02
H -1.776 6.848 2.071 0.00 0.00 0.00
H -1.752 4.450 2.428 -0.02 0.00 0.00
H -0.775 4.804 0.992 0.00 0.00 -0.01
Cl -5.909 -0.535 2.321 -0.04 0.01 0.05
C -6.216 -2.073 3.181 0.02 -0.03 -0.02
C -6.829 -1.844 4.538 0.00 -0.01 0.00
Cl -5.675 -1.074 5.660 0.00 0.00 0.01
H -5.266 -2.594 3.259 0.01 0.01 -0.01
H -6.893 -2.654 2.557 -0.02 0.02 0.01
H -7.107 -2.802 4.973 0.00 0.00 0.00
H -7.706 -1.206 4.478 0.01 0.01 0.00
Cl 4.513 3.535 -3.715 -0.07 0.01 0.00
C 6.210 4.086 -3.854 0.03 0.01 -0.02
C 7.169 2.925 -3.831 -0.02 0.01 -0.02
Cl 7.174 2.112 -2.240 0.02 -0.07 0.04
H 6.394 4.776 -3.035 0.00 -0.01 0.01
H 6.295 4.616 -4.800 -0.03 -0.01 -0.01
H 8.182 3.278 -4.013 0.00 0.01 0.03
H 6.908 2.180 -4.577 0.00 0.00 0.00
Cl -0.907 -4.943 7.438 0.00 0.00 0.00
C -1.131 -3.577 6.315 -0.01 0.00 0.01
C 0.168 -3.131 5.695 -0.01 0.03 -0.04
Cl 1.264 -2.371 6.880 0.01 0.00 -0.01
H -1.604 -2.769 6.866 0.01 -0.01 0.02
H -1.804 -3.915 5.528 0.00 0.00 0.00
H -0.034 -2.396 4.920 0.00 -0.01 0.00
H 0.699 -3.972 5.254 0.00 -0.01 0.02

No. 2
69
Properties=species:S:1:pos:R:3:forces:R:3 method="wB97M-V/def2-TZVPD" total_energy_ev=-89223.6841 gap_ev=6.5 charge=-1
C 7.482 0.518 0.398 0.05 0.03 0.06
C 6.567 -0.254 -0.563 -0.04 0.00 -0.09
C 5.120 -0.341 -0.075 0.03 0.06 0.00
C 4.240 -1.310 -0.874 -0.09 -0.04 -0.02
C 3.281 -2.123 -0.007 0.00 0.02 0.01
C 2.283 -2.932 -0.830 0.13 0.08 -0.01
C 1.235 -3.685 0.008 -0.02 -0.06 -0.01
C -0.200 -3.513 -0.532 0.02 0.01 -0.07
In -1.376 -1.982 0.559 0.09 0.02 -0.05
C -0.900 0.078 -0.172 -0.01 -0.01 -0.05
C 0.307 0.040 -1.113 -0.02 0.06 0.01
C -2.091 0.803 -0.811 0.07 -0.03 -0.02
C -1.821 2.231 -1.320 0.02 0.02 -0.04
C -1.179 3.146 -0.273 -0.02 -0.02 0.06
C -3.566 -2.491 0.426 -0.05 0.00 0.08
Cl -3.971 -3.417 -1.119 0.01 0.01 0.00
C -4.569 -1.357 0.576 0.01 -0.03 0.01
C -6.004 -1.802 0.876 -0.05 0.01 0.04
H 8.175 1.185 -0.121 -0.01 -0.08 -0.03
H 8.083 -0.155 1.013 -0.07 0.01 0.01
H 6.896 1.137 1.083 -0.01 0.01 -0.06
H 6.591 0.213 -1.554 -0.09 -0.01 0.03
H 6.940 -1.272 -0.715 0.07 0.05 0.06
H 4.683 0.664 -0.105 -0.01 -0.04 0.06
H 5.119 -0.629 0.983 0.05 -0.09 -0.05
H 3.645 -0.762 -1.614 0.08 0.03 0.02
H 4.869 -1.998 -1.454 0.01 0.01 0.06
H 3.854 -2.784 0.659 -0.01 0.02 -0.04
H 2.727 -1.444 0.654 0.01 -0.03 -0.05
H 2.838 -3.618 -1.483 -0.07 -0.03 0.04
H 1.773 -2.237 -1.502 -0.02 -0.04 0.04
H 1.308 -3.321 1.042 -0.05 -0.03 -0.03
H 1.509 -4.747 0.062 0.04 0.05 -0.03
H -0.155 -3.253 -1.596 -0.02 -0.06 0.01
H -0.763 -4.451 -0.488 0.04 0.02 0.09
H -0.959 -2.129 2.294 -0.04 0.02 0.03
H -0.601 0.628 0.729 -0.04 0.04 -0.05
H 0.181 -0.682 -1.929 -0.08 0.05 0.03
H 0.508 1.013 -1.579 0.05 -0.01 0.02
H 1.214 -0.254 -0.574 -0.04 0.01 -0.03
H -2.470 0.213 -1.657 -0.01 0.00 0.03
H -2.917 0.850 -0.093 0.06 0.03 0.02
H -2.768 2.668 -1.657 0.01 -0.04 0.05
H -1.183 2.195 -2.210 -0.02 0.03 0.04
H -0.091 3.046 -0.257 -0.02 -0.07 -0.01
H -1.411 4.199 -0.458 0.04 -0.03 -0.04
H -1.532 2.895 0.732 -0.06 0.05 -0.05
H -3.758 -3.236 1.205 0.00 0.03 -0.04
H -4.551 -0.733 -0.321 0.02 -0.05 0.01
H -4.208 -0.725 1.397 -0.06 0.05 -0.06
H -6.263 -2.685 0.289 0.00 0.05 -0.03
H -6.109 -2.057 1.936 0.01 -0.06 -0.04
H -6.739 -1.022 0.645 0.06 0.01 0.03
Cl -6.203 2.089 2.518 0.00 0.00 0.00
C -7.035 0.910 3.565 0.01 -0.01 0.01
C -6.187 0.504 4.748 -0.05 -0.01 -0.09
Cl -4.788 -0.468 4.242 0.08 -0.01 0.09
H -7.278 0.048 2.948 0.00 0.01 0.00
H -7.951 1.384 3.915 0.00 0.00 0.00
H -6.784 -0.110 5.421 0.00 0.01 0.01
H -5.816 1.374 5.284 0.00 0.00 0.00
Cl 2.741 2.418 -2.370 0.03 -0.02 -0.01
C 3.383 3.996 -2.879 -0.02 0.03 0.02
C 2.524 5.134 -2.381 0.01 -0.01 -0.01
Cl 0.943 5.186 -3.204 0.00 0.00 0.00
H 3.442 4.000 -3.964 0.01 -0.01 0.00
H 4.385 4.091 -2.462 0.00 0.00 0.00
H 3.019 6.083 -2.581 0.00 0.00 0.01
H 2.330 5.039 -1.315 0.00 0.00 -0.01